7
Properties=species:S:1:pos:R:3 method="wB97M-V/def2-TZVPD" de_lowest_kcal_mol=106.7 total_energy_ha=-261.99394 orbital_gap_ev=11.833
C -1.823 0.215 -0.095
C 0.567 0.124 1.523
N -2.009 -0.898 -0.118
N 1.331 -0.198 0.716
O 2.019 -0.503 -0.334
H -1.278 1.153 -0.045
H 2.627 0.140 -0.586